(1)
A cluster of 10 separate species, C19H48BN21O13P in total at a distorted geometry. Source: the Open Molecules 2025 dataset; level of theory: ωB97M-V/def2-TZVPD.

Last column: Löwdin charge in e.
Cartesian coordinates (Å):
O1 -0.2371 -5.3297 2.9854  0.20
B1 0.0067 -4.2139 2.2475  -0.59
O2 -1.0062 -3.6404 1.4526  0.13
C1 1.4736 -3.5374 2.2363  -0.01
C2 1.7559 -3.1703 0.8123  -0.23
C3 1.3271 -1.8805 0.3817  0.13
C4 1.5506 -1.5391 -0.9315  -0.13
C5 1.0983 -0.2249 -1.4323  -0.22
C6 1.9450 0.8229 -1.8018  -0.04
C7 1.3860 2.0085 -2.2137  -0.14
N1 0.1019 2.3439 -2.3611  0.12
C8 -0.6727 1.3091 -1.9982  -0.11
C9 -0.2683 0.0696 -1.5302  0.00
C10 2.2070 -2.4765 -1.7498  -0.21
P1 2.5775 -2.0795 -3.5580  0.93
O3 1.0734 -2.0654 -4.2323  -0.24
O4 3.2214 -3.5190 -4.0912  -0.27
N2 2.5380 -3.6272 -1.2032  0.05
N3 2.3691 -4.0265 0.0367  0.18
H1 -0.9260 -5.8374 2.5333  0.12
H2 -0.8863 -3.9638 0.5505  0.10
H3 2.2106 -4.2665 2.5774  0.12
H4 1.4345 -2.6549 2.8812  0.13
H5 0.8444 -1.1869 1.0601  0.16
H6 3.0258 0.7108 -1.7639  0.12
H7 2.0898 2.8108 -2.4569  0.12
H8 -1.7511 1.4685 -2.0825  0.08
H9 -1.0138 -0.6681 -1.2424  0.12
H10 0.7290 -2.9704 -4.1598  0.07
H11 2.6132 -4.2265 -3.8184  0.05
H12 3.0131 -4.2900 -1.8132  0.16
C11 4.0276 3.0546 -5.4965  -0.69
O5 4.7310 3.2915 -4.5304  0.02
N4 3.6187 4.0231 -6.3670  0.15
N5 3.5845 1.7937 -5.7916  0.15
H13 3.0398 3.8464 -7.1653  0.09
H14 3.9233 4.9612 -6.1836  0.11
H15 3.8654 1.0562 -5.1734  0.08
H16 3.0045 1.5747 -6.5788  0.09
C12 4.8198 -3.2512 3.9862  -0.68
O6 4.0016 -2.4541 3.5317  -0.01
N6 4.5875 -3.9482 5.1352  0.16
N7 6.0099 -3.4966 3.3854  0.17
H17 5.2348 -4.6012 5.5349  0.10
H18 3.7149 -3.7837 5.6004  0.10
H19 6.2146 -2.9942 2.5335  0.06
H20 6.6882 -4.1413 3.7438  0.10
C13 5.3497 -1.4286 8.1224  -0.69
O7 5.8243 -2.5517 8.0811  0.01
N8 5.6374 -0.5435 9.1149  0.16
N9 4.4818 -0.9656 7.1665  0.15
H21 5.2517 0.3807 9.1660  0.10
H22 6.2681 -0.8495 9.8322  0.11
H23 4.2477 -1.5948 6.4193  0.07
H24 4.0772 -0.0473 7.1764  0.10
C14 -4.6021 1.4120 -0.5856  -0.66
O8 -3.5724 1.4973 -1.2482  0.00
N10 -5.8276 1.7052 -1.0812  0.16
N11 -4.5914 1.0090 0.7236  0.15
H25 -6.6792 1.6351 -0.5435  0.07
H26 -5.8804 2.0118 -2.0450  0.08
H27 -3.7027 0.7847 1.1287  0.09
H28 -5.4184 0.9317 1.2855  0.10
C15 -8.5596 -0.5560 -0.9029  -0.67
O9 -8.5787 0.5787 -0.4481  0.01
N12 -9.5994 -1.4233 -0.7391  0.15
N13 -7.4996 -1.0428 -1.6097  0.16
H29 -9.6079 -2.3565 -1.1030  0.09
H30 -10.3946 -1.0933 -0.2240  0.11
H31 -6.7172 -0.4245 -1.7481  0.08
H32 -7.4650 -1.9681 -1.9918  0.09
C16 1.0881 -0.5877 9.4590  -0.69
O10 1.9153 0.2458 9.7864  0.02
N14 -0.1490 -0.6611 10.0338  0.15
N15 1.3356 -1.5161 8.4866  0.15
H33 -0.8420 -1.3381 9.7794  0.09
H34 -0.3605 0.0073 10.7513  0.10
H35 2.2403 -1.4838 8.0495  0.06
H36 0.6764 -2.2118 8.1949  0.09
C17 -6.2920 4.7054 -3.1951  -0.66
O11 -5.8137 3.5857 -3.2758  0.02
N16 -6.0099 5.5434 -2.1556  0.16
N17 -7.1449 5.2088 -4.1343  0.16
H37 -6.3895 6.4662 -2.0655  0.09
H38 -5.3852 5.2012 -1.4487  0.10
H39 -7.3762 4.6115 -4.9148  0.09
H40 -7.5492 6.1246 -4.0836  0.10
C18 8.0567 -1.1112 0.5614  -0.67
O12 7.4124 -1.8679 1.2734  0.01
N18 8.1422 -1.2724 -0.7915  0.15
N19 8.7408 -0.0474 1.0625  0.16
H41 8.6650 -0.6641 -1.3925  0.10
H42 7.6511 -2.0486 -1.1924  0.10
H43 8.6988 0.0986 2.0546  0.11
H44 9.2759 0.5859 0.4995  0.10
C19 -7.5176 4.9589 -8.0530  -0.68
O13 -8.1695 4.2041 -7.3494  0.02
N20 -7.4286 4.8121 -9.4067  0.15
N21 -6.8246 6.0120 -7.5309  0.15
H45 -6.8986 5.4217 -9.9992  0.09
H46 -7.9283 4.0456 -9.8177  0.10
H47 -6.8793 6.1375 -6.5377  0.07
H48 -6.2780 6.6528 -8.0736  0.10

Its total charge is +1.

(2)
A cluster of 12 separate species, C40H112N8O16 in total at a distorted geometry. Source: the Open Molecules 2025 dataset; level of theory: ωB97M-V/def2-TZVPD.

Last column: Löwdin charge in e.
Cartesian coordinates (Å):
C1 -3.4449 0.8543 -5.7694  -0.10
O1 -2.6158 0.3104 -4.7474  -0.23
C2 -3.3734 -0.3305 -3.6986  -0.18
C3 -3.7380 0.7241 -2.6535  -0.45
C4 -2.5184 1.0157 -1.8015  -0.05
N1 -4.7015 0.1433 -1.7462  0.05
H1 -4.0118 0.1098 -6.3554  0.09
H2 -2.7938 1.4221 -6.4501  0.08
H3 -4.0550 1.6295 -5.2446  0.09
H4 -4.2986 -0.8028 -4.0064  0.12
H5 -2.6701 -1.0257 -3.2450  0.11
H6 -4.0673 1.6441 -3.1709  0.13
H7 -2.3466 0.0532 -1.2299  0.09
H8 -2.6508 1.7982 -1.0372  0.07
H9 -1.6137 1.2090 -2.4537  0.10
H10 -4.9718 0.8832 -1.0613  0.08
H11 -5.4693 -0.0927 -2.3455  0.08
C5 -0.6969 0.5383 5.3831  -0.06
O2 0.7167 0.5092 5.7059  -0.22
C6 1.2672 -0.7888 5.8840  -0.20
C7 1.5664 -1.4478 4.5641  -0.46
C8 2.1840 -2.8074 4.8370  -0.06
N2 2.5815 -0.6948 3.7921  0.08
H12 -0.9491 0.0309 4.4594  0.06
H13 -0.9450 1.5436 5.0288  0.07
H14 -1.3398 0.3045 6.2406  0.10
H15 2.2407 -0.5894 6.3831  0.14
H16 0.7514 -1.4418 6.5993  0.13
H17 0.6383 -1.5479 4.0008  0.10
H18 3.1277 -2.5616 5.3935  0.10
H19 2.3756 -3.2274 3.8925  0.04
H20 1.5106 -3.4255 5.4913  0.10
H21 2.3087 0.2479 3.6463  0.02
H22 2.6447 -0.9997 2.7958  0.07
C9 -3.5247 -3.0796 2.9957  -0.14
O3 -2.5335 -3.9238 2.5015  -0.17
C10 -1.6343 -3.1784 1.6642  -0.20
C11 -0.7586 -4.1307 0.8680  -0.40
C12 0.1942 -4.8053 1.7895  -0.03
N3 -0.0353 -3.3320 -0.1245  0.08
H23 -4.0443 -2.5781 2.2092  0.04
H24 -3.1768 -2.3598 3.7558  0.09
H25 -4.2848 -3.7147 3.5361  0.11
H26 -2.2506 -2.5752 0.9195  0.12
H27 -1.0990 -2.4582 2.2729  0.11
H28 -1.4430 -4.8159 0.3406  0.14
H29 0.6512 -4.0238 2.3551  0.06
H30 0.9532 -5.2940 1.1634  0.09
H31 -0.1052 -5.5531 2.5029  0.08
H32 -0.6616 -3.0774 -0.8799  0.06
H33 0.6921 -3.8633 -0.5583  0.04
C13 -0.7110 5.2630 0.0960  -0.12
O4 -1.6127 4.7284 1.0383  -0.22
C14 -1.0645 4.7849 2.3667  -0.19
C15 -2.1091 4.6463 3.4862  -0.41
C16 -3.3340 5.5984 3.2964  -0.05
N4 -1.5208 4.8240 4.8317  0.05
H34 0.2558 4.6816 0.2042  0.10
H35 -0.5110 6.3077 0.2248  0.07
H36 -1.1566 5.0292 -0.9011  0.10
H37 -0.3727 3.9817 2.4800  0.10
H38 -0.5381 5.7533 2.4746  0.13
H39 -2.4976 3.6208 3.3983  0.10
H40 -3.7779 5.3932 2.3098  0.06
H41 -3.0778 6.6660 3.2915  0.08
H42 -4.2146 5.3573 3.9050  0.07
H43 -0.6588 4.3051 4.9667  0.04
H44 -1.4025 5.8291 5.0018  0.07
C17 7.1449 -0.8796 -1.8683  -0.10
O5 6.4748 -0.2233 -0.8029  -0.22
C18 6.9726 1.0731 -0.5210  -0.21
C19 6.1295 1.7565 0.5519  -0.41
C20 4.5658 1.6952 0.3934  -0.04
N5 6.6885 3.0974 0.6229  0.04
H45 6.6201 -1.8054 -2.1550  0.09
H46 8.1460 -1.1045 -1.6407  0.07
H47 7.0302 -0.1996 -2.7557  0.09
H48 7.9892 0.9559 -0.1063  0.13
H49 7.0420 1.6563 -1.4624  0.13
H50 6.2709 1.1945 1.4619  0.13
H51 4.2278 2.2609 -0.5174  0.09
H52 3.9871 2.0728 1.2167  0.04
H53 4.2266 0.6599 0.3059  0.06
H54 6.4538 3.5229 1.5334  0.08
H55 6.3001 3.6874 -0.0615  0.05
C21 -5.6162 3.4127 0.0405  -0.07
O6 -5.5594 2.1076 0.7126  -0.22
C22 -4.9501 2.2724 1.9936  -0.21
C23 -4.6964 0.9011 2.6198  -0.38
C24 -4.2746 1.1565 4.0490  -0.05
N6 -3.6854 0.2057 1.7674  0.08
H56 -6.4124 3.2160 -0.6922  0.09
H57 -4.5958 3.6124 -0.3484  0.09
H58 -6.0026 4.2930 0.5883  0.09
H59 -4.0170 2.8636 1.9083  0.12
H60 -5.6424 2.9151 2.5802  0.13
H61 -5.5803 0.2588 2.6359  0.14
H62 -4.8092 2.0232 4.4473  0.08
H63 -3.2167 1.4849 4.0847  0.07
H64 -4.4754 0.3197 4.6949  0.07
H65 -3.4631 -0.7011 2.1386  0.04
H66 -4.0431 0.0822 0.7920  0.08
C25 -1.5774 -2.8571 -5.5992  -0.06
O7 -1.2462 -3.8358 -4.5677  -0.22
C26 -0.0668 -3.5090 -3.7908  -0.21
C27 1.1464 -3.3344 -4.6188  -0.47
C28 1.4091 -4.6081 -5.4218  -0.03
N7 2.2765 -3.0757 -3.7864  0.05
H67 -2.6577 -2.9425 -5.7311  0.09
H68 -1.0698 -3.0666 -6.5507  0.09
H69 -1.3341 -1.8489 -5.2703  0.07
H70 -0.3061 -2.6708 -3.1355  0.12
H71 -0.0062 -4.4076 -3.1775  0.14
H72 0.8556 -2.4447 -5.2903  0.14
H73 0.5601 -4.7078 -6.0775  0.07
H74 1.5156 -5.4706 -4.7463  0.10
H75 2.2949 -4.5105 -6.0347  0.08
H76 3.1767 -3.2973 -4.2393  0.11
H77 2.2640 -2.0629 -3.5389  0.07
C29 0.6782 0.9289 -6.8404  -0.06
O8 1.7269 1.3942 -5.9420  -0.19
C30 1.6239 0.8363 -4.6775  -0.23
C31 2.8947 1.1958 -3.8832  -0.44
C32 4.1699 0.6882 -4.6062  -0.05
N8 2.8233 0.5352 -2.6186  0.05
H78 -0.2221 0.8539 -6.2378  0.06
H79 1.0111 0.0024 -7.3324  0.09
H80 0.5154 1.6567 -7.6322  0.08
H81 0.8028 1.2197 -4.0416  0.13
H82 1.6342 -0.3180 -4.7404  0.13
H83 3.0214 2.2951 -3.7930  0.14
H84 4.2789 -0.3893 -4.5424  0.06
H85 5.0263 1.1335 -4.1282  0.05
H86 4.3131 1.0307 -5.6542  0.09
H87 2.0881 0.8585 -1.9885  0.07
H88 3.6961 0.6892 -2.0588  0.08
O9 -1.0236 1.2756 2.1234  -0.11
C33 -0.2959 0.2070 1.5872  -0.24
C34 0.8963 0.7607 0.7818  -0.22
O10 0.4459 1.7230 -0.1726  -0.11
H89 -1.9751 1.0539 1.9160  0.05
H90 0.1038 -0.4556 2.4169  0.10
H91 -0.9247 -0.3338 0.8986  0.10
H92 1.3539 0.0013 0.1610  0.09
H93 1.6214 1.2544 1.3996  0.08
H94 -0.3123 2.1897 0.2841  0.08
O11 2.3268 -2.0718 0.6766  -0.12
C35 3.2179 -2.4157 -0.3520  -0.27
C36 3.4745 -3.8831 -0.5184  -0.24
O12 2.4772 -4.6036 -1.2179  -0.11
H95 1.4061 -2.2510 0.4104  0.03
H96 2.7956 -1.9227 -1.2500  0.10
H97 4.1483 -1.9167 -0.1262  0.11
H98 3.5092 -4.2529 0.5168  0.12
H99 4.4695 -3.9972 -1.0630  0.13
H100 2.4439 -4.1281 -2.0749  0.04
O13 -2.6416 -3.2601 -2.0927  -0.09
C37 -3.8797 -3.9687 -1.8340  -0.21
C38 -4.3079 -3.7193 -0.4564  -0.27
O14 -4.4677 -2.3788 -0.0712  -0.11
H101 -2.2154 -3.6925 -2.8551  0.05
H102 -4.6827 -3.6000 -2.4933  0.13
H103 -3.6995 -5.0141 -1.9905  0.12
H104 -3.5009 -4.0791 0.1953  0.09
H105 -5.2670 -4.2420 -0.2684  0.14
H106 -4.3056 -1.7089 -0.8112  0.07
O15 1.5849 3.0782 5.2262  -0.07
C39 2.5624 2.8846 4.2609  -0.28
C40 3.3882 4.1468 4.0682  -0.21
O16 2.6622 5.4207 3.9496  -0.11
H107 1.5083 2.2117 5.6609  0.06
H108 3.1696 2.0345 4.4868  0.11
H109 2.0517 2.7362 3.2866  0.11
H110 3.8183 4.0372 3.0438  0.11
H111 4.1901 4.2646 4.8068  0.11
H112 2.0501 5.6170 4.7140  0.10

Its total charge is 0.

(3)
A structure of composition C12H16N2 at a distorted geometry. Source: the Open Molecules 2025 dataset; level of theory: ωB97M-V/def2-TZVPD.

Last column: natural (NBO) charge in e.
Cartesian coordinates (Å):
C1 -0.4313 -0.5895 2.1741  -0.67
C2 -1.2187 -0.3759 0.8776  -0.01
C3 -2.1438 -1.3717 0.4045  -0.21
C4 -2.9574 -1.4110 -0.6802  -0.23
C5 -2.9805 -0.0090 -1.2268  -0.20
C6 -2.2805 1.0091 -0.6327  -0.23
C7 -1.3759 0.8357 0.3827  -0.04
C8 -0.4204 1.9658 0.5183  -0.44
C9 0.6912 2.0236 -0.4535  -0.41
C10 1.8136 0.7621 -0.4028  0.45
C11 3.1709 -0.8246 0.1374  -0.26
C12 2.3905 -1.4322 -1.1758  -0.26
H1 0.6427 -0.5721 1.7450  0.24
H2 -0.5991 -1.3803 3.0577  0.25
H3 -0.4209 0.4491 2.7350  0.22
H4 -1.9524 -2.3376 0.8404  0.20
H5 -3.8640 -2.2077 -0.7837  0.25
H6 -3.7146 0.3071 -2.0438  0.21
H7 -2.4059 1.9741 -1.0518  0.21
H8 0.0242 1.9294 1.4609  0.22
H9 -0.8964 3.0015 0.2380  0.22
H10 1.4929 2.8050 -0.2356  0.26
H11 -0.0002 1.8913 -1.5365  0.20
H12 4.5146 -0.9542 0.1327  0.20
H13 2.9473 -1.5609 1.1103  0.19
H14 2.0832 -2.4601 -0.7338  0.21
H15 2.9441 -1.8092 -2.0566  0.21
H16 0.7601 -0.0194 -1.9637  0.40
N1 2.6833 0.5407 0.5626  -0.53
N2 1.5034 -0.1792 -1.3998  -0.64

Its total charge is 0.

Number 1: DFT total energy -88362.8137 eV, frontier orbital gap 6.66 eV. Number 2: DFT total energy -87971.0512 eV, frontier orbital gap 9.42 eV. Number 3: DFT total energy -15677.6889 eV, frontier orbital gap 9.31 eV.